# 1
Below is a 2-piece molecular cluster, C20H15Cl4N2O3 overall at a distorted geometry, with properties calculated with ωB97M-V with the def2-TZVPD basis set.

```
44
Properties=species:S:1:pos:R:3:forces:R:3:lowdin_charge:R:1
C -5.7688 -2.4844 2.2642 -0.3790 0.0660 -0.2390 -0.074
C -4.2993 -2.8047 2.3233 -0.1371 -0.0493 -0.0603 -0.207
O -3.5854 -1.6939 1.7446 0.9762 0.1809 -0.1518 -0.042
C -2.2940 -1.8886 1.3660 0.1797 -0.9993 -0.1657 -0.540
C -1.5140 -0.5860 1.5666 -0.4833 0.4988 -1.5362 -0.629
N -0.2622 -0.4885 0.8359 1.4948 -0.0290 0.2373 0.042
C 0.6637 0.2048 1.4080 -0.7897 0.4947 0.7049 -0.186
C 2.1264 0.0300 1.2858 0.0000 -0.2294 -0.4867 -0.191
C 3.0975 0.9174 1.8278 -0.6478 -0.5116 -0.6139 -0.015
C 4.4427 0.7193 1.5114 -0.2368 -0.3513 -0.0573 -0.105
C 4.8203 -0.3984 0.7485 -1.8189 0.1662 0.1827 -0.704
Cl 6.4320 -0.5824 0.2490 0.9640 -0.1056 -0.1693 0.690
C 3.8662 -1.3502 0.3506 0.0395 0.3662 0.2989 -0.092
C 2.5240 -1.1517 0.6585 0.5560 0.3534 -0.1947 -0.018
O -1.7938 -2.9371 1.0417 -0.6029 0.6259 0.1532 0.108
H -6.3204 -3.2581 2.7984 -0.0215 -0.0183 0.0082 0.078
H -6.0217 -1.5222 2.7164 0.2418 -0.1044 0.0673 0.081
H -6.1235 -2.4667 1.2295 0.0326 -0.0145 0.0584 0.074
H -3.9858 -2.9253 3.3627 0.2365 0.0683 -0.0859 0.133
H -4.0787 -3.7047 1.7523 0.1001 -0.0510 0.0669 0.118
H -2.2587 0.1958 1.3282 0.6129 0.1839 0.4548 0.131
H 0.4269 0.9456 2.1981 -0.1320 -0.3858 -0.2189 0.098
H 2.7819 1.7407 2.4812 0.1589 -0.2225 -0.4877 0.119
H 5.2008 1.4314 1.8226 -0.1070 -0.1587 0.0705 0.102
H 4.1595 -2.2165 -0.2236 0.1804 -0.0657 0.0796 0.101
H 1.7429 -1.8730 0.4167 0.3177 0.1780 -0.1810 0.121
Cl -1.0907 -0.7081 3.2338 -0.7137 0.1371 2.4038 0.801
C -2.9637 -0.0342 7.2751 0.9576 -2.1885 -0.0064 -0.664
Cl -4.1336 0.5818 6.1773 -0.4851 0.3629 -0.4889 0.591
C -2.8262 -1.5406 7.3161 0.8452 0.9843 -0.2572 -0.405
O -3.1753 -2.2997 6.4124 -0.5030 0.1989 0.7306 -0.026
C -2.0619 -1.9861 8.5574 -0.2790 0.5054 0.0776 -0.158
C -1.1508 -1.0540 9.1550 0.5060 -0.3747 -0.6204 -0.207
C -0.6431 -1.4150 10.4354 0.1406 0.0086 -0.5653 -0.049
C -1.2239 -2.4821 11.1059 -0.1534 0.2294 -0.3014 -0.104
C -2.0553 -3.3689 10.4024 0.2687 0.6113 -0.3856 -0.176
N -2.3258 -3.1851 9.1061 -1.2172 0.3213 0.7000 0.106
C -0.8142 0.1163 8.3699 -1.3957 0.3364 0.1256 -0.676
Cl 0.7950 0.7674 8.5051 0.0553 0.4499 0.2422 0.570
C -1.8104 0.7037 7.5469 1.0733 -0.6358 1.0371 -0.168
H 0.2071 -0.8708 10.8626 -0.6242 0.1002 0.0077 0.092
H -1.1074 -2.6007 12.1758 0.3942 -0.1847 -0.0323 0.084
H -2.5374 -4.1912 10.9527 0.3794 0.0731 -0.6212 0.092
H -1.6846 1.7253 7.1353 0.0156 -0.8210 0.2197 0.104
```
Forces are in eV/Å.

Results
Total charge: -1
Kohn-Sham gap (eV): 4.7
Electronic energy (eV): -80195.4489
HOMO (Eh): -0.11251
Largest force on an atom (eV/Å): 2.5

***

# 2
Below is C20H15F7O2PSmTe as an isolated structure at a distorted geometry, with properties calculated with ωB97M-V with the def2-TZVPD basis set.

```
47
Properties=species:S:1:pos:R:3:forces:R:3:mulliken_spin:R:1
Sm 1.5162 1.1003 -2.0352 0.1449 -2.9379 -0.8496 5.018
O -0.1958 2.3832 -2.3250 -1.7770 1.2910 -0.2586 -0.004
C -0.2348 2.5511 -1.0853 -1.2062 1.1768 1.0882 0.003
C -1.4647 2.1796 -0.3137 0.0843 -0.2220 0.1240 -0.002
C -2.6629 2.8691 -0.3850 0.0570 0.0631 -0.0712 0.002
C -3.7310 2.4571 0.3976 0.0003 0.0085 0.0070 0.000
C -3.5991 1.3568 1.2321 -0.0342 -0.0306 0.0578 0.000
C -2.4117 0.6397 1.2694 0.0330 0.0198 -0.0871 -0.001
C -1.3312 1.0354 0.4881 0.0926 0.1206 0.0006 -0.002
P 0.2759 0.1322 0.4025 -1.2032 -1.1357 0.7983 -0.006
C -0.1121 -1.2920 -0.6993 0.1772 0.0654 0.2185 0.006
C -1.3856 -1.6891 -1.0979 0.0160 0.0237 -0.0685 0.000
C -1.5453 -2.8497 -1.8381 -0.0971 0.0601 0.0036 0.000
C -0.4420 -3.6225 -2.1749 0.0699 -0.0082 -0.0101 0.000
C 0.8308 -3.2210 -1.7989 0.0150 -0.0421 -0.0746 0.001
C 1.0018 -2.0489 -1.0784 -0.2542 -0.0354 0.2417 0.000
C 0.3057 -0.7211 2.0208 0.2180 0.1947 0.0017 -0.001
C -0.2585 -1.9749 2.2418 0.0550 0.0544 0.0104 0.000
C -0.2389 -2.5276 3.5137 -0.0159 -0.0295 0.0045 0.000
C 0.3461 -1.8394 4.5670 -0.0140 -0.0398 0.0138 0.000
C 0.9261 -0.5990 4.3481 0.0280 0.0600 0.0277 0.000
C 0.9113 -0.0434 3.0780 -0.0556 -0.0564 -0.0198 0.000
H -2.7490 3.7317 -1.0333 -0.0166 -0.0063 0.0058 0.000
H -4.6665 2.9994 0.3620 0.0100 0.0178 0.0078 0.000
H -4.4253 1.0539 1.8624 -0.0156 -0.0143 -0.0386 0.000
H -2.3244 -0.2306 1.9067 -0.0018 -0.0065 0.0336 0.000
H -2.2486 -1.0933 -0.8278 -0.0079 -0.0161 -0.0002 0.000
H -2.5370 -3.1571 -2.1450 0.0118 -0.0034 -0.0012 0.000
H -0.5762 -4.5397 -2.7338 0.0049 0.0153 -0.0199 0.000
H 1.6927 -3.8140 -2.0757 0.0016 0.0127 0.0043 0.000
H 1.9947 -1.7401 -0.7679 0.0344 -0.0180 -0.0362 -0.003
H -0.7049 -2.5227 1.4225 -0.0209 -0.0091 -0.0049 0.000
H -0.6816 -3.5015 3.6800 0.0076 0.0068 0.0063 0.000
H 0.3572 -2.2757 5.5574 0.0099 0.0044 -0.0039 0.000
H 1.3960 -0.0675 5.1656 -0.0023 0.0034 -0.0096 0.000
H 1.3709 0.9219 2.8990 -0.0011 0.0138 0.0415 0.000
F 2.1122 0.8181 -4.1524 0.3629 0.0061 -1.6785 -0.001
C 1.6794 -0.5307 -3.7434 -0.1976 -0.2455 -0.2779 -0.016
F 0.2688 -0.1541 -3.3989 -0.7594 -0.8883 -1.2922 0.000
H 1.5417 -1.0261 -4.7032 0.1239 -0.1873 0.0748 -0.002
F 2.6437 4.7722 -0.8948 0.0875 -0.5813 0.1436 0.000
Te 3.2917 3.0527 -0.4044 2.9240 2.6379 -0.5020 0.002
F 2.6774 2.8506 -2.3592 0.7668 1.1328 0.1798 -0.002
F 4.8182 2.4877 -1.3903 -0.5131 0.1826 0.3619 0.000
F 4.6928 4.2121 0.2638 -0.6313 -0.5606 0.4201 0.000
F 3.0790 0.6692 -0.8231 1.8902 -0.4388 1.6532 0.003
O 0.7967 2.8077 -0.3935 -0.4016 0.3413 -0.2258 0.005
```
Forces are in eV/Å.

Results
Total charge: 0
Kohn-Sham gap (spin up / spin down) (eV): 8.9 / 9.0
Electronic energy (eV): -78588.6491
HOMO (spin up / spin down) (Eh): -0.33294 / -0.33401
Spin multiplicity: 6
Largest force on an atom (eV/Å): 4.0

***

# 3
Below is one molecule with the formula C20H15N3O8 at a distorted geometry, with properties calculated with ωB97M-V with the def2-TZVPD basis set.

```
46
Properties=species:S:1:pos:R:3:forces:R:3:lowdin_charge:R:1
O 3.6444 -4.9157 2.8900 0.7780 0.6530 -1.9048 0.094
O 1.6470 -0.7373 -0.6449 -0.2815 0.0294 -0.1954 0.036
O -0.8414 3.1757 -2.8858 -0.3550 -0.0204 0.7001 0.073
O 1.0476 0.1750 -5.4423 0.8247 0.3037 0.0589 0.100
O 4.3873 -4.8048 0.7285 -1.1791 1.4788 0.6938 0.123
O 1.0698 2.2481 -4.6171 -0.1475 -0.2126 0.1500 0.120
O 0.5426 -2.0431 5.1103 0.2927 0.0157 0.2591 0.055
O -1.7497 1.3301 2.8197 0.9521 -0.6135 -0.6188 0.065
C 3.6689 -4.3415 1.7959 -0.4813 -2.5358 2.5668 -0.402
C 1.6786 -1.4028 0.3927 0.0264 1.1027 -0.0726 -0.319
C -1.1216 2.2508 -2.1359 0.4301 -0.9136 -0.6691 -0.270
C 0.5295 1.0339 -4.7852 -1.0141 0.1591 -0.3125 -0.479
C 2.6237 -2.4868 0.5063 -0.4815 -0.9411 1.7270 0.088
C 2.7046 -3.2303 1.6615 -0.8100 2.8961 -1.2576 -0.120
C -3.1690 3.8286 0.6504 -0.7368 0.2278 -0.6715 -0.082
C -2.8125 3.1350 1.7916 1.0496 -0.8863 -0.3853 -0.005
C -0.4884 -0.2905 3.9002 -0.1987 0.3491 0.2735 0.072
C -2.6400 3.5056 -0.6165 0.0084 0.3259 1.1059 -0.023
C 0.3668 -1.3532 3.9367 -0.1624 -0.4037 0.5411 -0.251
C -1.9118 2.0753 1.6840 -0.2419 0.7263 -1.6847 -0.172
C -0.7742 0.3428 2.7092 -0.2715 0.0822 0.9772 -0.162
C -1.6460 2.5098 -0.7459 -0.4141 -0.2651 1.1552 -0.063
C 0.8681 -1.0211 1.5748 -0.5282 -0.8316 0.3566 0.013
C 1.0118 -1.7534 2.7641 1.8215 -1.0911 -0.5959 -0.082
C -1.2867 1.7474 0.4333 -1.0750 0.5015 -0.1457 -0.060
C -0.1243 -0.0222 1.5532 0.3415 0.5522 -0.8901 -0.105
N 1.9127 -2.8512 2.7554 0.6650 -0.5011 0.6053 0.151
N -0.4442 0.6276 0.3723 -0.1484 1.0946 -0.8371 0.128
N -1.2552 -0.6386 -4.5775 0.0906 0.0019 -0.2645 0.029
C -0.9904 0.7997 -2.7038 -1.3565 1.2304 0.7811 -0.062
C -0.9093 0.7440 -4.2258 0.9919 -1.0602 0.2063 -0.297
H 4.7442 -5.6702 0.9616 0.0966 -0.0407 0.3397 0.130
H 0.4615 2.8138 -4.0922 0.0075 -0.2801 -0.0744 0.080
H 0.1319 -1.5473 5.8475 0.3295 -0.4217 -0.6823 0.122
H 3.2571 -2.6722 -0.3281 0.2473 -0.2690 -0.4894 0.122
H -3.9820 4.5687 0.7548 0.6790 -0.3013 -0.3173 0.112
H -3.1928 3.3297 2.7852 -0.2386 0.1598 -0.1211 0.123
H -0.9476 0.0816 4.8239 0.0218 -0.2160 -0.4297 0.148
H -3.0505 4.0597 -1.4653 0.5417 -0.3604 0.0880 0.120
H 2.1814 -3.2191 3.6795 -0.2856 -0.0299 -0.8584 0.160
H 0.2383 0.6008 -0.3923 -0.2098 -0.4136 0.7244 0.114
H -0.4527 -1.2333 -4.2872 -0.8390 0.4935 -0.5520 0.097
H -1.3317 -0.7101 -5.6024 0.2723 -0.1141 0.7518 0.089
H -0.1266 0.3253 -2.2876 0.6767 -0.3933 0.3657 0.097
H -1.8711 0.2001 -2.3637 0.6409 0.4705 -0.2507 0.146
H -1.5981 1.4354 -4.6831 -0.3291 0.2617 -0.1465 0.148
```
Forces are in eV/Å.

Results
Total charge: 0
Kohn-Sham gap (eV): 6.5
Electronic energy (eV): -41834.3256
HOMO (Eh): -0.27459
Structure (SMILES): N[C@@H](CC(=O)c1cccc2c1Nc1c(cc(O)c3[nH]c(C(=O)O)cc(=O)c13)O2)C(=O)O
Largest force on an atom (eV/Å): 3.6

***

# 4
Below is C20H15N4O4S6Zn as an isolated structure at a distorted geometry, with properties calculated with ωB97M-V with the def2-TZVPD basis set.

```
50
Properties=species:S:1:pos:R:3:forces:R:3:lowdin_charge:R:1
Zn -1.0495 -0.5535 -0.7008 -0.7564 -0.5051 0.1318 0.247
O -5.3049 -5.7041 -2.0043 -0.0172 0.0018 -0.0147 -0.103
C -4.5863 -4.7595 -1.7741 0.0530 0.0862 0.0025 -1.059
S -3.6227 -3.9236 -2.9947 -0.0331 -0.0103 0.0167 0.912
C -2.8689 -2.7369 -1.9331 -0.2742 -0.2160 0.1822 -1.182
C -3.2103 -2.7934 -0.6299 -0.0834 -0.2094 -0.2981 -1.181
S -2.6265 -1.8025 0.6642 0.1914 0.3480 0.1293 0.490
S -4.3720 -4.0395 -0.1797 0.0087 -0.0203 -0.0187 0.921
S -1.7372 -1.6521 -2.6833 0.3699 0.4242 0.1215 0.512
S -2.2928 1.8144 -0.0270 0.2988 -0.0851 -0.1387 0.617
C -2.9208 1.7245 -1.5942 -0.1221 0.2260 0.5326 -0.845
N -2.1833 2.1695 -2.6547 0.7433 0.1444 0.2099 0.089
C -2.5717 1.9586 -3.9170 -0.0470 0.0219 -0.4426 -0.062
C -3.7847 1.3911 -4.1763 0.1116 0.0308 -0.0349 -0.049
C -4.5732 1.0953 -3.0565 0.1486 0.0308 0.2251 -0.112
N -4.1667 1.2612 -1.8198 -0.1844 -0.1240 -0.1641 0.088
H -1.2472 2.5848 -2.4540 -0.4193 -0.5120 -0.0598 0.122
H -1.8835 2.2716 -4.6905 0.0301 -0.0178 0.0553 0.139
H -4.1137 1.1863 -5.1821 0.0238 0.0339 -0.0146 0.103
H -5.5831 0.7139 -3.1699 0.0208 -0.0305 -0.0609 0.117
N 4.1693 -3.1235 4.1587 -0.0452 -0.0170 -0.0417 0.161
C 3.3712 -2.7828 3.4053 0.3080 -0.1428 0.2723 -0.177
C 2.3915 -2.3151 2.4774 -0.5077 0.2848 -0.4593 -0.220
C 1.2458 -1.6665 2.9345 0.2225 -0.0324 0.1168 0.010
C 0.3517 -1.1740 2.0046 -0.1122 -0.0199 -0.0235 -0.130
N 0.5398 -1.2904 0.6934 0.1882 0.1312 0.0521 0.017
C 1.6300 -1.9140 0.2548 -0.1342 0.0613 -0.2096 -0.091
C 2.5763 -2.4545 1.1043 0.1752 -0.0550 0.2195 0.006
H 1.0660 -1.5491 3.9934 -0.0166 0.0370 -0.0075 0.123
H -0.5619 -0.6794 2.3109 0.0111 -0.0150 0.0327 0.098
H 1.7375 -1.9686 -0.8223 0.0281 0.0018 0.0021 0.129
H 3.4501 -2.9560 0.7135 -0.0113 0.0108 -0.0324 0.123
C 3.2218 2.1462 4.0358 -0.0472 0.0090 -0.0962 -0.055
C 2.8084 2.0212 2.5933 0.0661 -0.0460 0.0984 -0.284
C 3.5629 1.2712 1.6975 -0.0561 -0.0197 0.0053 -0.046
C 3.1738 1.1571 0.3708 0.0681 0.0244 0.0027 -0.064
C 2.0356 1.8125 -0.0621 -0.2424 -0.3748 -0.1903 -0.272
C 1.2771 2.5774 0.8086 -0.0080 0.0950 0.0899 -0.061
C 1.6665 2.6744 2.1346 0.0435 -0.0072 -0.0643 -0.037
S 1.4630 1.5077 -1.7177 -0.7681 0.4152 -0.8204 0.478
O 0.8259 2.7410 -2.1827 -0.1963 -0.1952 0.3202 -0.352
O 2.6068 1.1061 -2.4940 0.2322 -0.2291 0.1902 -0.312
O 0.4507 0.4147 -1.6210 0.7548 0.4772 0.0204 -0.454
H 4.0099 1.4362 4.2856 -0.0052 0.0148 0.0134 0.072
H 2.3712 1.9671 4.6955 0.0330 0.0154 0.0409 0.077
H 3.5913 3.1543 4.2331 0.0199 -0.0105 0.0819 0.079
H 4.4560 0.7632 2.0436 0.0037 -0.0029 0.0105 0.110
H 3.7393 0.5738 -0.3443 0.0340 -0.0108 0.0402 0.112
H 0.3938 3.0813 0.4431 -0.0778 -0.0308 -0.0059 0.082
H 1.0778 3.2625 2.8296 -0.0229 0.0136 -0.0185 0.114
```
Forces are in eV/Å.

Results
Total charge: -1
Kohn-Sham gap (eV): 5.3
Electronic energy (eV): -148568.5758
HOMO (Eh): -0.14164
Largest force on an atom (eV/Å): 1.2

***

# 5
Below is C20H15NaO3S2 as an isolated structure, with properties calculated with ωB97M-V with the def2-TZVPD basis set.

```
41
Properties=species:S:1:pos:R:3:forces:R:3:lowdin_charge:R:1
Na -0.1857 0.2123 -0.0878 0.0044 0.0863 0.0731 0.138
S -0.2992 0.8224 2.5735 0.0472 -0.1124 -0.0580 0.435
C -0.9583 2.4525 2.6254 -0.0288 0.0405 0.0582 -0.756
C -1.2093 2.9922 3.8988 -0.0226 0.0943 -0.0485 -0.199
C -1.7306 4.2614 4.0991 0.0111 -0.0544 0.0574 -0.171
C -2.0282 5.0479 2.9931 -0.0113 0.0390 -0.0681 -0.171
C -1.7920 4.5411 1.7245 0.0242 -0.0022 0.0954 -0.199
C -1.2588 3.2614 1.4891 -0.0640 0.0214 0.0148 -0.768
S -1.0239 2.7971 -0.1911 0.0244 -0.0818 -0.0720 0.386
H -0.9745 2.3666 4.7525 -0.0006 -0.0114 0.0002 0.063
H -1.9035 4.6253 5.1081 0.0005 0.0056 -0.0070 0.068
H -2.4409 6.0460 3.1112 0.0034 -0.0036 0.0061 0.068
H -2.0184 5.1458 0.8536 -0.0051 -0.0040 -0.0091 0.063
O 2.0906 0.3926 -0.3712 -0.1495 0.2188 -0.1295 -0.040
C 2.8935 -0.7399 -0.6435 -0.0692 -0.1240 0.0345 -0.331
C 1.9402 -1.8076 -1.3287 0.0929 -0.1420 -0.0578 -0.631
O 2.5385 -2.7576 -1.8621 0.0020 0.0322 0.0194 -0.020
O 0.7143 -1.5960 -1.2403 0.0222 0.0743 0.0487 -0.028
C 3.4149 -1.3678 0.6408 0.0138 -0.0123 0.0067 -0.143
C 4.3641 -2.3905 0.5804 -0.0416 0.0507 0.0266 -0.035
C 4.8361 -2.9768 1.7422 0.0111 -0.0163 -0.0120 -0.102
C 4.3631 -2.5569 2.9822 0.0057 -0.0015 0.0034 -0.122
C 3.4087 -1.5552 3.0433 -0.0123 0.0123 0.0063 -0.081
C 2.9314 -0.9605 1.8787 -0.0068 -0.0350 0.0130 -0.012
C 4.0302 -0.3096 -1.5651 -0.0165 0.0219 -0.0178 -0.125
C 5.1674 0.2878 -1.0283 -0.0027 -0.0148 -0.0242 -0.030
C 6.1659 0.7943 -1.8495 0.0331 0.0190 0.0188 -0.101
C 6.0428 0.7075 -3.2277 -0.0039 -0.0042 -0.0081 -0.122
C 4.9118 0.1129 -3.7728 -0.0197 -0.0058 0.0095 -0.090
C 3.9147 -0.3901 -2.9502 0.0273 0.0215 -0.0054 -0.004
H 2.5750 1.1110 0.0510 0.1035 -0.1064 0.0465 0.122
H 4.6996 -2.7268 -0.3919 0.0201 -0.0197 0.0033 0.117
H 5.5713 -3.7720 1.6834 -0.0005 -0.0003 -0.0064 0.087
H 4.7317 -3.0191 3.8913 -0.0009 0.0010 0.0002 0.084
H 3.0108 -1.2277 3.9962 -0.0004 -0.0018 -0.0011 0.100
H 2.1591 -0.2005 1.9519 0.0122 0.0125 -0.0058 0.045
H 5.2768 0.3489 0.0487 -0.0062 0.0016 -0.0035 0.120
H 7.0410 1.2565 -1.4070 0.0024 0.0015 -0.0108 0.090
H 6.8194 1.1004 -3.8738 0.0060 -0.0008 0.0045 0.086
H 4.8046 0.0382 -4.8487 0.0009 0.0035 -0.0013 0.092
H 3.0447 -0.8679 -3.3778 -0.0061 -0.0029 -0.0001 0.118
```
Forces are in eV/Å.

Results
Total charge: -2
Kohn-Sham gap (eV): 4.4
Electronic energy (eV): -53216.7091
HOMO (Eh): -0.00827
Largest force on an atom (eV/Å): 0.3